Model a:
{
  "formula": "C3H2O4",
  "method": "ωB97M-V with the def2-TZVPD basis set",
  "species": ["C", "C", "C", "O", "O", "O", "O", "H", "H"],
  "positions_angstrom": [[-0.554, 0.110, -1.015], [0.938, 0.773, 0.146], [-0.291, 0.024, 0.478], [-1.128, -0.369, -1.963], [1.967, 0.989, 0.711], [0.466, 1.071, -1.147], [-0.202, -1.202, 1.229], [-1.289, 0.520, 0.917], [0.093, -1.915, 0.645]],
  "gap_ha": 0.4099
}

Model b:
{
  "formula": "C3H2O4",
  "method": "ωB97M-V with the def2-TZVPD basis set",
  "species": ["C", "C", "C", "O", "O", "O", "O", "H", "H"],
  "positions_angstrom": [[0.124, -0.292, 0.188], [-0.864, 1.974, -0.978], [0.701, -1.645, 0.626], [-0.099, 0.574, 1.119], [-0.084, -0.058, -1.004], [-1.082, 2.260, -2.052], [0.920, -1.933, 1.763], [-0.480, 1.446, 0.566], [0.864, -2.326, -0.229]],
  "gap_ha": 0.3618
}

Which of them is most stable, and which least? Most stable: model b; least stable: model a.

Model a:
{
  "formula": "C20H21N3O3",
  "method": "ωB97M-V with the def2-TZVPD basis set",
  "species": ["C", "C", "C", "C", "C", "C", "C", "C", "O", "N", "C", "O", "C", "N", "N", "C", "C", "C", "C", "C", "C", "C", "C", "C", "O", "C", "H", "H", "H", "H", "H", "H", "H", "H", "H", "H", "H", "H", "H", "H", "H", "H", "H", "H", "H", "H", "H"],
  "positions_angstrom": [[-1.826, 0.466, -4.178], [-1.470, -0.271, -2.887], [-0.216, -1.140, -3.081], [0.514, -1.478, -1.776], [1.669, -0.568, -1.507], [2.072, 0.614, -2.057], [3.303, 0.946, -1.439], [3.558, -0.053, -0.557], [2.576, -0.973, -0.590], [-1.317, 0.672, -1.797], [-2.222, 0.759, -0.811], [-3.240, 0.102, -0.753], [-1.854, 1.784, 0.273], [-0.505, 1.632, 0.734], [0.429, 2.478, 0.287], [1.553, 2.174, 0.914], [1.351, 1.099, 1.778], [0.010, 0.762, 1.634], [-0.583, -0.285, 2.435], [-1.828, -0.874, 2.237], [-2.305, -1.822, 3.123], [-1.547, -2.190, 4.222], [-0.294, -1.640, 4.419], [0.209, -0.704, 3.525], [1.444, -0.196, 3.799], [2.209, 0.337, 2.723], [-1.035, 1.163, -4.448], [-1.955, -0.245, -4.989], [-2.751, 1.021, -4.050], [-2.313, -0.906, -2.592], [-0.533, -2.063, -3.568], [0.478, -0.639, -3.756], [0.911, -2.496, -1.822], [-0.186, -1.454, -0.934], [1.580, 1.191, -2.813], [3.906, 1.809, -1.633], [4.369, -0.223, 0.122], [-0.492, 1.253, -1.771], [-2.556, 1.683, 1.104], [-1.937, 2.788, -0.152], [2.449, 2.728, 0.722], [-2.429, -0.607, 1.384], [-3.273, -2.268, 2.955], [-1.925, -2.920, 4.923], [0.317, -1.924, 5.261], [2.972, 0.969, 3.185], [2.711, -0.495, 2.200]],
  "smiles": "C[C@@H](CCc1ccco1)NC(=O)Cn1ncc2c1-c1ccccc1OC2",
  "gap_ha": 0.3252
}

Model b:
{
  "formula": "C20H21N3O3",
  "method": "ωB97M-V with the def2-TZVPD basis set",
  "species": ["N", "C", "C", "C", "C", "N", "C", "C", "C", "C", "C", "C", "C", "O", "N", "C", "C", "C", "C", "C", "C", "C", "C", "C", "O", "O", "H", "H", "H", "H", "H", "H", "H", "H", "H", "H", "H", "H", "H", "H", "H", "H", "H", "H", "H", "H", "H"],
  "positions_angstrom": [[-1.808, -3.308, 1.840], [-1.559, -2.639, 0.449], [-3.030, -1.988, 0.140], [-3.024, -0.658, -0.591], [-3.327, -0.372, -1.899], [-3.671, 0.964, -2.048], [-3.505, 1.639, -0.877], [-3.739, 2.991, -0.460], [-3.431, 3.376, 0.840], [-2.982, 2.429, 1.770], [-2.780, 1.144, 1.399], [-3.055, 0.683, 0.095], [-0.610, -1.480, 0.453], [-0.398, -0.917, 1.463], [-0.007, -1.057, -0.723], [1.416, -0.727, -0.658], [1.740, 0.151, 0.543], [3.139, 0.844, 0.175], [4.309, 0.370, 0.830], [5.462, 1.084, 0.723], [5.513, 2.259, 0.005], [4.376, 2.716, -0.669], [3.198, 2.051, -0.530], [2.150, -2.110, -0.789], [1.575, -3.129, -0.839], [3.506, -2.106, -0.905], [-1.251, -2.727, 2.547], [-1.514, -4.209, 1.650], [-1.456, -3.449, -0.388], [-3.653, -2.720, -0.509], [-3.565, -1.712, 1.085], [-3.427, -1.209, -2.600], [-4.084, 1.333, -2.865], [-4.134, 3.715, -1.303], [-3.846, 4.270, 1.353], [-2.744, 2.603, 2.758], [-2.634, 0.466, 2.276], [-0.349, -1.649, -1.624], [1.776, -0.275, -1.563], [1.742, -0.566, 1.336], [1.105, 1.129, 0.823], [4.303, -0.519, 1.485], [6.266, 0.548, 1.241], [6.421, 2.862, -0.232], [4.282, 3.692, -1.125], [2.177, 2.343, -0.855], [3.959, -1.481, -0.413]],
  "smiles": "N[C@@H](Cc1c[nH]c2ccccc12)C(=O)N[C@@H](Cc1ccccc1)C(=O)O",
  "gap_ha": 0.3116
}

Which of them is most stable, and which least? Most stable: model a; least stable: model b.

Model a:
{
  "formula": "C5H13N2O",
  "method": "ωB97M-V with the def2-TZVPD basis set",
  "species": ["N", "C", "C", "N", "C", "C", "C", "O", "H", "H", "H", "H", "H", "H", "H", "H", "H", "H", "H", "H", "H"],
  "positions_angstrom": [[1.033, -2.910, -0.582], [0.836, -1.583, 0.059], [0.786, -0.505, -1.017], [0.001, 0.569, -0.786], [-2.061, 1.436, 0.124], [-0.612, 1.055, 0.436], [0.252, 2.112, 1.132], [1.442, -0.628, -2.037], [0.146, -3.471, -0.501], [1.140, -2.771, -1.605], [1.838, -3.423, -0.091], [1.743, -1.409, 0.653], [-0.012, -1.537, 0.719], [-0.031, 1.244, -1.542], [-2.592, 1.822, 0.993], [-2.543, 0.528, -0.212], [-2.124, 2.201, -0.662], [-0.703, 0.203, 1.122], [0.169, 3.068, 0.604], [1.288, 1.813, 1.003], [0.003, 2.187, 2.189]],
  "s_squared": 0.751,
  "multiplicity": 2,
  "gap_ha": [0.1644, 0.3948]
}

Model b:
{
  "formula": "C5H13N2O",
  "method": "ωB97M-V with the def2-TZVPD basis set",
  "species": ["C", "N", "C", "C", "C", "O", "C", "N", "H", "H", "H", "H", "H", "H", "H", "H", "H", "H", "H", "H", "H"],
  "positions_angstrom": [[0.411, -0.830, 1.039], [0.100, 0.170, -0.020], [1.210, 0.241, -1.051], [0.620, 0.691, -2.371], [-0.314, -0.375, -3.076], [-0.475, -1.502, -2.619], [-0.768, -0.788, 1.924], [-0.984, 0.647, 2.650], [1.359, -0.434, 1.586], [0.576, -1.933, 0.917], [-0.784, 0.141, -0.553], [1.974, -0.611, -1.032], [1.786, 1.170, -0.650], [1.402, 0.872, -3.078], [0.155, 1.762, -2.415], [-0.703, 0.211, -3.997], [-1.803, -0.995, 1.428], [-0.685, -1.581, 2.786], [-0.112, 0.900, 3.176], [-1.818, 0.817, 3.416], [-1.146, 1.427, 1.941]],
  "s_squared": 0.751,
  "multiplicity": 2,
  "gap_ha": [0.1593, 0.3685]
}

Which of them is most stable, and which least? Most stable: model a; least stable: model b.

Model a:
{
  "formula": "C2H5F2N",
  "method": "ωB97M-V with the def2-TZVPD basis set",
  "species": ["N", "C", "C", "F", "F", "H", "H", "H", "H", "H"],
  "positions_angstrom": [[-1.363, 0.283, 0.233], [-0.185, -0.540, -0.197], [1.095, 0.169, 0.340], [2.222, -0.467, -0.035], [1.160, 1.468, -0.149], [-2.156, -0.005, -0.330], [-1.226, 1.165, -0.190], [-0.136, -0.624, -1.300], [-0.349, -1.612, 0.205], [0.938, 0.163, 1.425]],
  "smiles": "NCC(F)F",
  "gap_ha": 0.4163
}

Model b:
{
  "formula": "C2H5F2N",
  "method": "ωB97M-V with the def2-TZVPD basis set",
  "species": ["C", "C", "F", "F", "H", "H", "N", "H", "H", "H"],
  "positions_angstrom": [[-0.913, 1.260, -1.294], [-0.258, 0.614, -2.263], [0.752, -0.175, -2.069], [-0.366, 0.861, -3.552], [-0.584, 0.814, -0.408], [-1.797, 1.961, -1.225], [0.446, -0.967, 0.709], [1.191, -0.674, 1.229], [0.524, -1.736, 0.032], [-0.417, -1.013, 1.194]],
  "smiles": "C=C(F)F.N",
  "gap_ha": 0.3883
}

Which of them is most stable, and which least? Most stable: model a; least stable: model b.

Model a:
{
  "formula": "C2H5F2N",
  "method": "ωB97M-V with the def2-TZVPD basis set",
  "species": ["C", "C", "N", "F", "F", "H", "H", "H", "H", "H"],
  "positions_angstrom": [[-0.666, -1.365, -0.833], [0.670, 1.235, 0.808], [0.016, 2.275, 0.868], [0.300, 0.123, 1.236], [1.755, 1.199, 0.142], [-0.931, -2.595, -0.244], [0.410, -1.279, -0.292], [-0.460, -1.695, -1.852], [-1.531, -0.863, -0.075], [0.438, 2.966, 0.242]],
  "gap_ha": 0.4378
}

Model b:
{
  "formula": "C2H5F2N",
  "method": "ωB97M-V with the def2-TZVPD basis set",
  "species": ["C", "C", "N", "F", "F", "H", "H", "H", "H", "H"],
  "positions_angstrom": [[0.172, 1.447, -0.008], [0.639, 0.030, 0.055], [-1.314, -1.688, 0.035], [1.279, -0.459, -1.061], [1.259, -0.389, 1.136], [-0.317, 1.756, 0.936], [1.075, 2.229, -0.072], [-0.578, 1.574, -0.908], [-1.435, -2.267, -0.812], [-0.781, -2.233, 0.699]],
  "gap_ha": [0.4018, 0.2948]
}

Which of them is most stable, and which least? Most stable: model a; least stable: model b.

Model a:
{
  "formula": "H4N2",
  "method": "ωB97M-V with the def2-TZVPD basis set",
  "species": ["N", "N", "H", "H", "H", "H"],
  "positions_angstrom": [[0.697, 0.221, 0.236], [-0.614, -0.099, -0.292], [0.336, 0.605, 1.224], [0.943, -0.725, 0.577], [-0.393, -0.750, -1.059], [-0.969, 0.747, -0.687]],
  "smiles": "NN",
  "gap_ha": 0.3665
}

Model b:
{
  "formula": "H4N2",
  "method": "ωB97M-V with the def2-TZVPD basis set",
  "species": ["N", "N", "H", "H", "H", "H"],
  "positions_angstrom": [[0.734, 0.115, -0.047], [-0.681, -0.100, -0.099], [0.902, 0.340, 0.932], [1.141, -0.865, -0.373], [-1.123, 0.906, -0.319], [-1.288, -0.490, 0.781]],
  "smiles": "NN",
  "gap_ha": 0.3929
}

Which of them is most stable, and which least? Most stable: model a; least stable: model b.